[1]
The following is a quantum chemistry calculation of a structure of composition C3H7O2 in a non-equilibrium geometry, from the Open Molecules 2025 dataset.

The geometry in XYZ format:
```
12
Properties=species:S:1:pos:R:3:forces:R:3:lowdin_charge:R:1
C -1.45120 -0.12636 1.29420 1.6229 2.7030 -0.2020 -0.166
O -1.97267 -0.98435 1.90198 -1.0475 -1.9008 0.6001 0.023
H -1.36277 0.90354 1.77838 -0.1414 -0.4409 -0.5180 0.090
H -0.90865 -0.20747 0.32288 -0.7059 -0.5328 0.3535 0.048
H 2.22517 -5.18605 -1.73986 0.1221 0.7830 -1.4369 0.000
C 1.69692 1.63204 -0.47362 1.2612 0.1918 0.7758 0.127
C 0.65015 0.93111 -1.01074 -2.3130 -2.3207 -1.7372 -0.371
O 0.52263 -0.32001 -1.28005 1.8591 1.5858 0.9599 -0.016
H 1.71953 2.72157 -0.24512 -0.2495 -1.1446 -0.3980 0.091
H 2.53034 0.99745 -0.20791 0.4030 0.2926 0.1473 0.075
H -0.26239 1.39168 -1.30816 -0.6884 1.5656 0.0177 0.097
H 2.28394 -4.80655 -2.43466 -0.1225 -0.7820 1.4377 0.000
```
Positions in Å, forces in eV/Å.

## Properties
**Frontier orbital gap (spin up / spin down)**: 10.618 / 7.482 eV
**Relative energy (zero: lowest compared OMol25 entry of this formula, charge and spin)**: 234.5 kJ/mol
**DFT total energy**: -268.81981 a.u.
**Multiplicity**: 2
**Total charge**: 0

=====

[2]
The following is a quantum chemistry calculation of the molecule C3H7O2P in a non-equilibrium geometry, from the Open Molecules 2025 dataset.

The geometry in XYZ format:
```
13
Properties=species:S:1:pos:R:3:forces:R:3:lowdin_charge:R:1
C -1.79889 0.33583 -0.88027 -0.2593 0.8766 0.8505 0.042
C -0.91612 0.53390 0.08226 -1.2375 1.1120 1.1374 -0.194
C 0.42396 -0.08871 0.07173 0.2086 -1.6915 1.1208 -0.840
O 0.53824 -1.08211 1.23218 -0.8062 0.2892 -1.8188 -0.126
O 0.64949 -0.66647 -1.16962 0.5554 -1.2323 -0.7024 -0.071
P 1.68041 1.25345 0.38262 -0.7099 0.0206 1.4362 0.915
H -2.79112 0.75051 -0.94615 -0.0362 0.2415 0.3500 0.064
H -1.45850 -0.18188 -1.70679 0.3273 -1.2810 -1.6018 0.034
H -1.13209 1.24811 0.90719 0.1453 -0.8124 -0.3801 0.114
H -0.20288 -1.75007 1.21652 0.8006 1.2324 -0.3013 0.106
H 0.66715 -1.64337 -1.17705 -0.0372 0.8123 0.4718 0.125
H 2.83591 0.51249 0.24449 0.5327 -0.6445 -0.2389 -0.117
H 1.50444 0.77831 1.74289 0.5164 1.0772 -0.3234 -0.054
```
Positions in Å, forces in eV/Å.

## Properties
**Frontier orbital gap**: 10.464 eV
**Relative energy (zero: lowest compared OMol25 entry of this formula, charge and spin)**: 259.5 kJ/mol
**DFT total energy**: -610.25917 a.u.
**Multiplicity**: 1
**Total charge**: 0

=====

[3]
The following is a quantum chemistry calculation of the molecule C3H7O2P in a non-equilibrium geometry, from the Open Molecules 2025 dataset.

The geometry in XYZ format:
```
13
Properties=species:S:1:pos:R:3:forces:R:3:lowdin_charge:R:1
C 0.57694 1.64450 1.02547 1.5659 0.4797 -1.2236 -0.110
C 1.00918 0.64890 0.01373 -1.3970 0.5896 0.9006 -0.457
C 0.42695 -0.75967 -0.01407 1.0978 0.2451 0.7026 -0.373
O 1.90286 1.06632 1.02460 -0.2018 -0.6024 0.0947 -0.058
O -1.54893 -2.20118 -0.87241 1.3590 1.8036 3.5514 -0.352
P -0.96253 -0.72058 -1.24948 -0.4127 1.2438 1.6387 0.814
H 0.68482 2.70784 0.72139 -0.8288 -0.7327 0.5612 0.122
H -0.06042 1.30213 1.81011 -0.3625 0.2040 0.5299 0.099
H 1.16050 1.10918 -0.94014 0.5562 -0.0627 -0.7264 0.117
H 0.05333 -1.05859 1.08092 1.1211 0.2015 -2.5718 0.139
H 1.29505 -1.34170 -0.50077 -1.5101 0.0071 1.2425 0.105
H -1.90796 -2.64206 -1.56196 -1.7899 -2.0624 -3.4757 -0.032
H -1.79881 0.22011 -0.32506 0.8027 -1.3140 -1.2242 -0.013
```
Positions in Å, forces in eV/Å.

## Properties
**Frontier orbital gap**: 10.149 eV
**Relative energy (zero: lowest compared OMol25 entry of this formula, charge and spin)**: 243.7 kJ/mol
**DFT total energy**: -610.26517 a.u.
**Multiplicity**: 1
**Total charge**: 0

=====

Question: Number 1 is which compound?
Answer: C3H7O2

=====

Question: Look up the multiplicity of the first one.
Answer: 2